1.
This record from the Open Molecules 2025 dataset describes an isolated ion of composition C5H10N2 and charge -1. The level of theory is ωB97M-V with the def2-TZVPD basis set.

Geometry as XYZ:
```
17
Properties=species:S:1:pos:R:3:forces:R:3:mulliken_charge:R:1
C -0.692353 0.645539 -1.743768 -1.14 -0.17 -0.96 -0.5990
C -0.993329 -0.712798 -0.922666 2.20 -0.62 -2.48 -0.3684
C -0.246563 -0.510049 0.310804 1.45 -0.57 1.55 -0.5796
C 0.461933 -1.132606 1.297914 -0.26 -0.55 1.58 -0.0782
N 0.441909 -0.596830 2.651086 0.47 -3.21 -3.05 -0.6543
C 0.735961 0.674808 2.746406 -1.08 1.69 1.10 -0.7545
N 0.738707 0.692666 -2.160579 -0.57 0.59 0.68 -0.7183
H -1.352532 0.713744 -2.742469 1.32 -0.05 2.15 0.2563
H -0.934361 1.573219 -1.052357 0.42 -1.92 -1.49 0.3202
H -0.688355 -1.705632 -1.494613 -0.60 1.98 0.62 0.1935
H -2.022868 -0.777042 -0.685602 -1.38 -0.12 0.02 0.2275
H -0.418214 0.499126 0.566748 -0.47 1.15 1.17 0.2366
H 1.002042 -2.127844 1.243499 -1.17 0.75 -0.28 0.2945
H 0.039588 1.225172 3.364912 0.36 0.77 0.56 0.3220
H 1.683045 1.085585 2.486016 0.79 0.64 -0.55 0.3150
H 0.924445 -0.210657 -2.549883 0.12 -0.58 -0.56 0.2336
H 1.320945 0.663600 -1.315449 -0.45 0.23 -0.07 0.3531
```
Forces are in eV/Å.

Summary:
2S+1 = 2
Energy above the lowest of the compared OMol25 structures with the same formula, charge and spin = 54.6 kcal per mole
Net charge = -1

2.
This record from the Open Molecules 2025 dataset describes C39H39BeN2O2S2Si as an isolated structure. The level of theory is ωB97M-V with the def2-TZVPD basis set.

Geometry as XYZ:
```
86
Properties=species:S:1:pos:R:3:forces:R:3:mulliken_charge:R:1
Be 0.395363 0.681742 0.513222 -0.06 -0.38 0.16 -0.9828
C 3.726332 -0.842801 1.907691 0.11 -0.05 -0.01 -0.9162
Si 2.219082 -0.222813 2.829148 -0.01 -0.09 -0.09 0.0153
C 2.755465 0.401718 4.512524 -0.01 0.12 0.02 -1.4450
C 1.126625 -1.711665 3.174380 -0.07 -0.02 -0.11 -0.8825
N 1.351191 0.919577 1.846739 -0.13 0.51 -0.03 1.5845
C 1.608057 2.295090 1.870450 0.11 -0.17 -0.02 -0.5355
C 2.595690 3.000663 2.570061 -0.02 -0.09 0.03 -0.6968
C 2.697873 4.384535 2.476695 -0.02 0.03 -0.03 -1.0688
C 1.845868 5.123544 1.671835 0.04 -0.03 0.03 -0.8828
C 0.875962 4.458823 0.925901 -0.02 0.04 -0.01 -0.7429
C 0.801280 3.097126 1.051352 -0.12 -0.16 -0.08 1.4523
O -0.110003 2.280710 0.324801 0.08 0.28 -0.08 0.8839
C -0.996671 2.839455 -0.603364 0.09 -0.09 0.14 -1.0865
C -2.166892 3.407402 -0.139341 -0.09 0.03 0.02 0.1100
C -3.071615 3.908940 -1.064793 -0.01 0.00 -0.02 -0.8585
C -2.798793 3.826656 -2.424584 0.03 -0.01 0.00 -0.5445
C -1.614842 3.249002 -2.864290 -0.01 0.00 0.02 -0.8088
C -0.697134 2.753159 -1.947568 0.00 0.00 -0.07 0.2557
H 4.381385 -1.428347 2.559790 -0.02 0.01 -0.03 0.4917
H 4.309695 -0.008814 1.506971 0.00 -0.02 0.02 0.2852
H 3.441389 -1.482869 1.066225 0.02 0.05 0.03 0.1451
H 2.860816 -0.465200 5.169012 0.01 0.01 0.02 0.4338
H 2.025929 1.076694 4.966273 0.02 -0.01 -0.01 0.4023
H 3.721475 0.909638 4.493697 -0.03 -0.02 0.03 0.4111
H 1.549475 -2.262523 4.018317 0.01 -0.02 -0.04 0.5065
H 1.074305 -2.405493 2.330539 -0.04 0.04 0.03 0.2156
H 0.110951 -1.421589 3.456872 0.04 -0.02 0.04 0.1291
H 3.298430 2.464409 3.189472 -0.01 0.02 0.00 0.3270
H 3.470632 4.890675 3.041434 -0.01 -0.02 0.00 0.4227
H 1.935878 6.198340 1.605186 0.01 0.00 0.00 0.4105
H 0.209012 4.997275 0.265459 0.00 -0.02 -0.01 0.4674
H -2.355638 3.462168 0.925667 0.01 0.00 -0.01 0.5450
H -3.991200 4.363284 -0.720917 0.00 0.00 -0.01 0.4345
H -3.508596 4.216953 -3.141749 0.01 0.00 0.01 0.4524
H -1.398918 3.185078 -3.922955 -0.01 0.01 0.01 0.4796
H 0.234058 2.300754 -2.257588 0.01 0.00 0.00 0.4472
O 1.261115 0.277780 -0.874547 0.07 0.02 -0.05 -0.0664
S 1.137452 -1.086446 -1.551966 -0.11 -0.04 0.16 0.2103
C 0.563590 -0.746471 -3.194862 0.08 0.00 0.05 0.9914
C 1.172613 0.235873 -3.964888 0.00 0.00 -0.11 -0.3652
C 0.681132 0.481246 -5.234934 0.02 0.02 0.02 -0.7191
C -0.398209 -0.253521 -5.720691 0.00 -0.01 0.03 -0.5815
C -0.994998 -1.230367 -4.939013 -0.01 0.02 0.00 -0.6150
C -0.516381 -1.479161 -3.658089 -0.05 0.01 0.00 -0.4792
C 2.820912 -1.561617 -1.856208 0.00 0.11 -0.03 0.4422
C 3.059972 -2.874712 -2.231741 0.02 -0.02 -0.04 -0.4860
C 4.366302 -3.270918 -2.472350 -0.03 -0.02 0.01 -0.7207
C 5.404923 -2.361333 -2.321254 0.01 0.05 0.02 -0.4994
C 5.146323 -1.054496 -1.926975 0.02 -0.05 -0.02 -0.8580
C 3.843740 -0.642223 -1.688442 0.02 0.00 0.02 -0.0635
H 2.018421 0.792335 -3.578732 -0.01 -0.02 0.00 0.4216
H 1.145241 1.238270 -5.853554 -0.02 -0.01 0.00 0.4488
H -0.773884 -0.059945 -6.716796 0.01 0.00 0.00 0.4159
H -1.836559 -1.793774 -5.319543 0.01 0.00 0.00 0.4588
H -0.985026 -2.224426 -3.025003 0.01 0.01 -0.01 0.2923
H 2.240884 -3.577575 -2.335079 0.02 0.01 0.00 0.4754
H 4.573623 -4.291091 -2.765987 0.00 0.01 0.00 0.4213
H 6.424443 -2.677240 -2.499184 -0.01 0.01 0.00 0.4194
H 5.961733 -0.355392 -1.796638 -0.01 -0.01 0.01 0.4480
H 3.623241 0.359909 -1.344279 -0.01 -0.01 -0.02 0.4604
N -1.095859 -0.171409 0.387424 -0.02 -0.07 0.08 0.4561
S -1.509576 -1.551895 1.076413 0.11 -0.02 0.02 0.5807
C -2.669515 -2.333411 -0.014845 -0.03 -0.01 0.02 0.3040
C -3.898001 -1.749357 -0.298580 -0.01 -0.02 -0.05 -0.5660
C -4.734412 -2.365605 -1.213436 0.00 0.00 0.00 -0.7966
C -4.345663 -3.554581 -1.824035 0.01 0.01 0.00 -0.4948
C -3.119491 -4.131448 -1.527646 -0.01 0.01 0.00 -0.6243
C -2.269417 -3.517573 -0.615856 -0.01 0.00 -0.03 -0.3219
C -2.551031 -1.176893 2.483125 -0.01 0.01 -0.06 0.5398
C -2.434890 0.074854 3.064643 0.01 0.00 0.03 -0.3611
C -3.178873 0.351413 4.205412 0.00 -0.03 0.01 -0.7740
C -4.009537 -0.618014 4.747396 0.00 0.01 -0.02 -0.5164
C -4.099384 -1.875549 4.160189 0.00 0.02 0.03 -0.6637
C -3.364342 -2.165368 3.023201 0.00 0.00 -0.01 -0.7653
H -1.913454 0.348356 0.075705 0.06 0.09 0.02 0.1068
H -4.202542 -0.833137 0.194429 0.01 -0.02 0.01 0.4636
H -5.695399 -1.925360 -1.444251 0.01 -0.01 0.00 0.4431
H -5.009596 -4.036586 -2.529636 0.00 0.01 0.01 0.4393
H -2.827279 -5.061194 -1.997538 0.00 0.01 0.01 0.4461
H -1.308062 -3.953726 -0.371448 -0.01 0.00 0.01 0.4882
H -1.755709 0.808360 2.646172 -0.02 0.00 0.00 0.5511
H -3.100103 1.323067 4.674679 0.00 0.00 -0.01 0.4554
H -4.587643 -0.396864 5.634911 0.01 -0.01 -0.01 0.4077
H -4.742727 -2.631031 4.591063 0.00 0.00 -0.01 0.4306
H -3.430012 -3.143051 2.560702 -0.01 0.02 0.01 0.4630
```
Forces are in eV/Å.

Summary:
Net charge = +1

3.
This record from the Open Molecules 2025 dataset describes one molecule with the formula C4H5NO3. The level of theory is ωB97M-V with the def2-TZVPD basis set.

Geometry as XYZ:
```
13
Properties=species:S:1:pos:R:3:forces:R:3:mulliken_charge:R:1
C -1.851196 -0.215707 -0.048836 -5.69 3.29 -0.53 0.6909
C 0.295793 1.056460 -0.250293 -1.33 6.26 -0.67 -0.3848
C 0.852570 -0.002890 0.574270 5.54 7.40 9.09 -0.3632
C 0.754676 -1.040416 -0.211365 3.18 -8.97 -6.15 0.1535
H 1.015674 1.293558 -1.142721 -2.03 -0.98 0.90 0.3051
H 0.109643 2.231221 0.180835 1.25 -3.37 -0.39 0.2530
H 2.129992 0.212661 0.658321 -3.68 -0.18 -0.17 0.2516
H 0.625205 0.100615 1.752992 -0.32 -0.91 -2.85 0.2493
H 1.734710 -1.390235 -0.639606 -1.17 0.23 -0.24 0.3555
N -0.243429 -1.673138 -0.664964 1.42 0.11 0.72 -0.4979
O -3.102465 -0.102638 0.109707 5.02 -0.13 -0.52 -0.5827
O -1.108896 0.809131 -0.573803 -0.17 -0.45 -0.60 -0.3010
O -1.212281 -1.278617 0.255457 -2.02 -2.30 1.40 -0.1292
```
Forces are in eV/Å.

Summary:
Energy above the lowest of the compared OMol25 structures with the same formula, charge and spin = 137.3 kcal per mole
SMILES string = O=C1OCCC=NO1
Net charge = 0

4.
This record from the Open Molecules 2025 dataset describes a 2-piece molecular cluster, C6H16N2 overall. The level of theory is ωB97M-V with the def2-TZVPD basis set.

Geometry as XYZ:
```
24
Properties=species:S:1:pos:R:3:forces:R:3:mulliken_charge:R:1
N 2.235777 -0.850661 -0.783239 -0.29 -0.47 -0.20 -0.6652
C 1.464119 -0.567035 0.255308 3.78 -0.19 1.86 0.2280
C 2.089730 0.522370 1.172030 -1.66 0.31 -0.51 -1.2330
C 0.000799 0.091968 -0.361440 -3.28 -0.05 -1.38 0.4827
N -0.804237 0.348502 0.655917 0.32 1.45 -0.08 -0.4637
C -2.106008 -0.239639 0.606386 -0.54 -1.10 0.42 -0.4695
C -2.900909 -0.024120 -0.684146 0.26 0.11 -0.62 -0.8821
C 0.323170 1.230562 -1.322430 0.76 0.52 -0.03 -1.5946
H -0.395716 -0.755182 -0.936765 0.37 -0.19 -0.42 0.4749
H 2.239145 -1.863930 -0.935180 -0.20 0.16 -0.28 0.2505
H 1.180747 -1.388729 0.900739 -0.61 -0.25 -0.19 0.2038
H 2.947343 0.087613 1.670601 0.18 0.10 -0.09 0.3875
H 1.313529 0.801979 1.892867 0.22 -0.03 0.12 0.3619
H 2.319133 1.419120 0.593546 0.39 -0.15 0.10 0.2565
H -0.338336 -2.383374 2.085216 0.06 -0.30 -0.10 -0.1756
H -0.108647 -3.010380 1.743991 -0.14 0.19 0.19 0.1680
H -2.135162 -1.319866 0.801792 0.58 -0.22 -0.12 0.2435
H -2.698469 0.136722 1.425097 -0.03 0.39 0.43 0.4264
H -2.257210 0.082195 -1.564818 -0.04 -0.22 0.18 0.2398
H -3.539142 -0.894031 -0.854219 -0.15 0.27 -0.03 0.3104
H -3.491571 0.889249 -0.661157 -0.15 -0.02 0.16 0.2988
H 0.029153 2.205556 -0.925767 0.23 -0.15 0.19 0.3696
H -0.248994 1.105832 -2.249677 -0.10 -0.27 0.32 0.3284
H 1.373328 1.208492 -1.613948 0.04 0.10 0.08 0.4533
```
Forces are in eV/Å.

Summary:
Energy above the lowest of the compared OMol25 structures with the same formula, charge and spin = 136.1 kcal per mole
Net charge = 0

5.
This record from the Open Molecules 2025 dataset describes C35H37BrIrP2 as an isolated structure. The level of theory is ωB97M-V with the def2-TZVPD basis set.

Geometry as XYZ:
```
76
Properties=species:S:1:pos:R:3:forces:R:3:mulliken_charge:R:1
Ir -0.089755 0.886774 -2.705453 2.24 -1.17 2.15 1.8856
C -2.254001 1.220974 -5.857000 -1.22 -0.34 -0.28 -0.3498
C -1.961984 -0.085647 -5.723370 -0.77 -0.55 -1.48 -0.5291
C -0.984875 -0.855998 -6.564355 0.08 -0.14 0.01 -0.9796
C 0.381314 -0.159494 -6.740250 0.53 0.51 -0.63 -1.5942
C 0.801227 0.630665 -5.513405 1.11 -0.26 -0.21 0.3583
C 0.270313 1.776024 -5.060425 0.33 0.98 -0.61 -0.6875
C -0.388992 2.798700 -5.967057 -0.58 -0.40 0.24 -1.3448
C -1.632252 2.255767 -6.715164 0.30 0.68 -0.35 -1.0842
C 0.520311 0.022069 -0.818816 -0.58 -0.33 0.91 -1.6790
H -3.116377 1.597709 -5.320416 -0.17 -0.33 -0.20 0.6406
H -2.687463 -0.726428 -5.225362 0.24 0.36 0.02 1.3015
H -1.457665 -1.063915 -7.549732 0.34 0.18 0.45 0.5297
H -0.805456 -1.845696 -6.109625 -0.21 0.45 -0.25 0.1869
H 1.142405 -0.938838 -6.926046 -0.31 0.44 -0.02 0.4971
H 0.374099 0.496889 -7.640658 -0.02 -0.36 0.56 0.4636
H 1.753922 0.260668 -5.097253 -1.01 0.10 0.26 0.5507
H 0.462101 2.223783 -4.047014 1.09 0.19 -1.06 1.0732
H 0.368200 3.181653 -6.669841 -0.22 -0.10 0.32 0.3716
H -0.712241 3.620780 -5.326994 0.07 0.17 -0.14 0.3374
H -2.331281 3.104407 -6.814826 0.19 -0.48 -0.15 0.4389
H -1.402964 1.918070 -7.746206 0.00 -0.05 0.66 0.3484
H 0.098628 0.694180 -0.058161 0.10 -0.57 -0.19 0.6870
H 1.605544 -0.003308 -0.626467 -0.50 -0.08 0.37 0.3757
H 0.055143 -0.977200 -0.733583 0.64 0.36 0.20 0.4262
P -1.423338 -1.000313 -2.887534 -0.53 0.81 0.71 1.1276
P 1.991999 -0.236476 -2.782795 0.84 0.71 0.16 0.8579
C -0.097657 -1.941431 -3.759950 0.89 0.09 0.30 -0.1372
C 1.234381 -1.616080 -3.679375 -1.10 -0.93 -0.69 -1.3957
C -2.257272 -2.277143 -1.920628 -0.22 -0.54 -0.31 0.4020
C -2.719012 -3.396360 -2.639518 0.06 0.20 0.43 -0.2231
C -3.529910 -4.338192 -2.016014 0.08 -0.13 -0.27 -0.8073
C -3.867310 -4.188627 -0.675247 0.08 0.27 0.15 -0.5335
C -3.399764 -3.083942 0.045873 0.07 -0.08 -0.25 -0.7965
C -2.592443 -2.124034 -0.568807 -0.04 -0.11 -0.30 -0.1650
C -2.898995 0.197959 -3.087237 -0.20 -2.14 -0.33 0.5930
C -2.563322 1.542232 -3.176735 1.24 0.74 0.22 -1.4428
C -3.504554 2.558245 -3.160221 -1.41 0.76 -0.06 -0.9226
C -4.852674 2.197662 -3.240294 0.43 0.90 0.15 -0.6102
C -5.205417 0.842961 -3.280837 -0.23 0.12 -0.03 -0.7010
C -4.244187 -0.172934 -3.194744 1.14 0.57 0.16 -0.6173
C 3.325057 -1.165554 -1.930028 0.01 2.98 -2.03 0.7396
C 3.023144 -2.396217 -1.307247 0.05 -2.37 1.36 -0.3681
C 4.023419 -3.106864 -0.648808 0.26 0.19 0.11 -0.7542
C 5.338659 -2.626346 -0.649024 -1.29 -3.16 1.59 -0.6334
C 5.643799 -1.414998 -1.264335 0.14 3.02 -1.49 -0.5779
C 4.646895 -0.675713 -1.893174 0.08 -0.01 0.37 -0.8769
C 2.815174 1.419478 -3.117375 0.76 -0.42 0.07 0.5137
C 2.359832 2.535621 -2.391421 -0.20 0.40 -0.66 -0.8099
C 2.799347 3.832972 -2.727843 -0.02 -0.54 0.51 -0.8937
C 3.860221 3.975140 -3.617309 0.03 0.32 -0.31 -0.5882
C 4.376277 2.861325 -4.292285 -0.03 -0.33 0.39 -0.8088
C 3.873658 1.579427 -4.026850 -0.02 0.18 -0.17 -0.2954
H -0.413049 -2.872840 -4.253564 0.41 0.34 0.30 0.7726
H 1.968962 -2.274272 -4.139675 -0.21 -0.26 -0.01 0.4917
H -2.438894 -3.505757 -3.684622 -0.20 -0.11 0.10 0.2894
H -3.901853 -5.186408 -2.591312 0.10 0.19 0.21 0.4315
H -4.496416 -4.934398 -0.190349 0.15 0.23 -0.09 0.4126
H -3.675252 -2.972093 1.087369 0.06 0.01 -0.04 0.4392
H -2.226260 -1.254634 -0.023849 -0.18 -0.17 0.00 0.4209
H -1.506086 1.877803 -3.381076 -1.61 0.24 -0.28 0.7766
H -3.157064 3.595976 -3.150507 -0.34 -0.36 -0.01 0.5089
H -5.614869 2.989232 -3.286173 0.34 -0.56 0.05 0.4420
H -6.255140 0.574152 -3.380503 0.19 0.03 0.02 0.4593
H -4.522133 -1.212032 -3.250838 -0.10 -0.17 0.17 0.6407
H 2.003579 -2.766469 -1.334759 0.12 -0.07 0.07 0.3780
H 3.763931 -4.016796 -0.111526 0.18 0.14 -0.21 0.4457
H 6.109979 -3.180928 -0.129629 -0.04 0.01 -0.08 0.4294
H 6.663108 -1.013155 -1.220702 -0.43 -0.20 -0.07 0.4554
H 4.878542 0.293561 -2.313256 0.06 -0.19 0.07 0.4858
H 1.626154 2.419171 -1.595920 0.17 0.10 -0.20 0.6081
H 2.313823 4.710868 -2.269054 0.53 -0.59 -0.06 0.4747
H 4.308976 4.970519 -3.762342 -0.38 -0.58 -0.17 0.4213
H 5.186251 2.980903 -5.010159 -0.12 -0.02 0.26 0.4652
H 4.354988 0.689543 -4.463128 -0.45 0.56 -0.13 0.5080
Br -0.921185 2.605666 -0.961883 -0.75 0.68 -0.25 -0.2563
```
Forces are in eV/Å.

Summary:
2S+1 = 6
Energy above the lowest of the compared OMol25 structures with the same formula, charge and spin = 89.0 kcal per mole
Net charge = +2

6.
This record from the Open Molecules 2025 dataset describes one molecule with the formula C5H10O2. The level of theory is ωB97M-V with the def2-TZVPD basis set.

Geometry as XYZ:
```
17
Properties=species:S:1:pos:R:3:forces:R:3:mulliken_charge:R:1
C 1.986208 -0.168206 -0.648855 0.03 -0.10 -0.01 -1.2975
C 0.884575 0.356122 0.275178 0.14 -0.11 0.17 0.3385
O 0.038888 1.172816 -0.551231 0.09 0.08 -0.17 -0.4121
C -1.257362 1.224039 -0.007015 -0.21 -0.09 0.12 -0.3665
C -1.789637 -0.191545 0.145508 -0.38 0.15 -0.18 -0.1289
C 0.038708 -0.630845 1.015649 0.43 0.05 0.21 -0.9105
O -0.680388 -1.538438 0.028140 -0.09 0.08 -0.17 -0.3305
H 2.465765 0.654798 -1.187106 -0.10 -0.08 0.08 0.3386
H 1.595799 -0.857047 -1.408628 0.04 0.08 0.07 0.3176
H 2.750321 -0.696431 -0.069818 -0.13 0.09 -0.05 0.3539
H 1.355786 0.979110 1.055037 -0.08 -0.07 -0.08 0.2687
H -1.860173 1.790399 -0.730880 0.06 -0.17 0.10 0.3292
H -1.278432 1.732873 0.966814 0.07 -0.13 -0.09 0.2847
H -2.390907 -0.382598 1.027533 0.22 -0.01 -0.10 0.2897
H -2.307295 -0.519458 -0.768434 0.08 0.03 0.07 0.2867
H 0.641626 -1.266708 1.673855 -0.11 0.13 -0.06 0.2913
H -0.193489 -1.658886 -0.815739 -0.07 0.09 0.10 0.3470
```
Forces are in eV/Å.

Summary:
Energy above the lowest of the compared OMol25 structures with the same formula, charge and spin = 146.9 kcal per mole
Net charge = 0

| no. | F_max (eV/A) | electronic energy (eV) |
| --- | --- | --- |
| 1 | 4.46 | -8323.2614 |
| 2 | 0.53 | -78099.5410 |
| 3 | 12.96 | -11856.0463 |
| 4 | 4.22 | -9456.1746 |
| 5 | 3.77 | -128326.1884 |
| 6 | 0.48 | -9436.6727 |